# 1
This record from the OMol25 dataset describes a structure of composition C42H37IrN5O6S3 in a non-equilibrium geometry. The level of theory is wB97M-V/def2-TZVPD.

The value obtained for the HOMO energy is -9.73 eV. The relative energy (zero: lowest compared OMol25 entry of this formula, charge and spin) comes out at 215.4 kJ/mol. The value obtained for the orbital gap is 0.25557 hartree. The lowest unoccupied orbital energy comes out at -0.1019 hartree. Its charge is +1. The calculation puts the total energy at -3646.6209 Eh.

Element x y z (Å)
Ir: -0.13783 1.11395 1.89243
C: 3.71744 -9.16108 -6.27317
O: 2.60486 -9.11346 -5.39334
C: 2.39759 -7.97813 -4.69445
C: 3.19704 -6.84273 -4.78329
C: 2.88601 -5.72931 -4.01463
C: 1.79299 -5.72549 -3.15986
C: 0.99906 -6.87408 -3.08026
C: 1.29528 -7.98402 -3.83503
C: 1.43563 -4.56075 -2.34827
N: 0.34509 -4.45014 -1.62319
C: 0.42067 -3.21311 -1.04508
C: 1.57183 -2.55902 -1.42287
N: 2.21643 -3.43767 -2.25963
C: 1.93221 -1.25849 -0.95165
C: 3.11022 -0.55624 -1.24138
C: 3.30744 0.68915 -0.69467
C: 2.33197 1.23492 0.14424
N: 1.21933 0.57779 0.42795
C: 1.00648 -0.64887 -0.09738
C: -0.22217 -1.30528 0.27511
N: -1.04446 -0.61241 1.09504
C: -2.15817 -1.16597 1.52809
C: -2.51489 -2.46932 1.15952
C: -1.70208 -3.18672 0.31714
C: -0.52152 -2.59407 -0.15623
H: 3.70541 -10.15140 -6.71705
H: 4.65479 -9.01794 -5.73105
H: 3.62945 -8.40882 -7.06027
H: 4.05148 -6.81093 -5.44207
H: 3.52307 -4.85749 -4.10998
H: 0.14933 -6.87504 -2.41165
H: 0.68952 -8.87830 -3.78142
H: 3.09817 -3.29947 -2.71960
H: 3.85925 -0.99073 -1.89199
H: 4.20751 1.25166 -0.89633
H: 2.43371 2.21145 0.59476
H: -2.76825 -0.55906 2.18127
H: -3.42967 -2.89297 1.54800
H: -1.94301 -4.19497 0.00780
O: 0.60690 3.51220 1.02714
S: 0.75429 4.96341 1.42108
C: -0.19992 5.93293 0.20321
C: -1.39897 5.18576 -0.36949
C: -1.06867 4.32794 -1.58792
C: -2.30139 3.56331 -2.06307
S: -2.44328 1.91888 -1.25378
O: -1.51109 1.93709 -0.07781
C: -1.61155 0.96559 -2.51328
C: -0.22644 0.90798 -2.55005
C: 0.38973 0.17212 -3.55130
C: -0.37607 -0.49542 -4.49921
C: -1.76164 -0.42795 -4.45327
C: -2.38749 0.30230 -3.45272
C: -0.30210 5.27814 2.82740
C: 0.13716 6.22985 3.73342
C: -0.63623 6.51273 4.85219
C: -1.83212 5.84088 5.05354
C: -2.25888 4.88322 4.13981
C: -1.49392 4.59394 3.02186
H: 0.50145 6.22904 -0.57929
H: -0.50230 6.82713 0.74862
H: -2.15620 5.92176 -0.65204
H: -1.83877 4.54879 0.39726
H: -0.27028 3.63175 -1.32996
H: -0.70637 4.96395 -2.39919
H: -2.28877 3.36364 -3.13330
H: -3.21838 4.10355 -1.82282
H: 0.35252 1.42985 -1.79923
H: 1.47064 0.12738 -3.59434
H: 0.10756 -1.07163 -5.27691
H: -2.35549 -0.94704 -5.19341
H: -3.46876 0.35138 -3.40125
H: 1.07936 6.74014 3.57337
H: -0.29720 7.24836 5.56914
H: -2.43059 6.05534 5.92921
H: -3.18775 4.35117 4.30300
H: -1.80089 3.80814 2.34471
O: -1.72022 1.38643 3.12410
N: -1.53819 1.59310 4.44076
C: -2.60098 1.35917 5.23519
C: -2.52456 1.58966 6.57587
C: -1.31688 2.06533 7.10825
C: -0.24981 2.28128 6.27942
C: -0.35370 2.02392 4.90042
S: 0.94182 2.23580 3.80936
H: -3.47638 0.98884 4.72509
H: -3.38555 1.39540 7.19683
H: -1.22455 2.24758 8.17006
H: 0.69876 2.64056 6.65092
O: -0.50897 -1.05425 4.32477
C: 0.55573 -1.08333 3.75415
O: 0.94204 -0.38324 2.72084
H: 1.34612 -1.78925 4.05708

Cartesian forces (eV/Å) of the 3 atoms listed first:
Ir 0.573 -3.069 1.952
C 0.003 0.004 0.002
O -0.002 0.016 0.013

Charges obtained by Mulliken population analysis, quoted in units of e: number 1, Ir, carries 2.41; number 2, C, carries -0.84; number 3, O, carries -0.46; number 4, C, carries 0.97; number 5, C, carries -0.64; number 6, C, carries -0.77; number 7, C, carries 0.19; number 8, C, carries -0.49; number 9, C, carries -0.65; number 10, C, carries 0.24; number 11, N, carries -0.84; number 12, C, carries 1.04; number 13, C, carries -0.16; number 14, N, carries -0.05; number 15, C, carries 0.95; number 16, C, carries -0.79; number 17, C, carries -1.01; number 18, C, carries -0.61; number 19, N, carries 0.23; number 20, C, carries 0.03; number 21, C, carries 0.11; number 22, N, carries -0.18; number 23, C, carries -0.54; number 24, C, carries -1.01; number 25, C, carries -0.80; number 26, C, carries 0.43; number 27, H, carries 0.24; number 28, H, carries 0.34; number 29, H, carries 0.34; number 30, H, carries 0.40; number 31, H, carries 0.23; number 32, H, carries 0.49; number 33, H, carries 0.44; number 34, H, carries 0.19; number 35, H, carries 0.49; number 36, H, carries 0.48; number 37, H, carries 0.49; number 38, H, carries 0.56; number 39, H, carries 0.48; number 40, H, carries 0.61; number 41, O, carries 0.04; number 42, S, carries -0.06; number 43, C, carries -0.92; number 44, C, carries -0.45; number 45, C, carries -0.19; number 46, C, carries -1.02; number 47, S, carries -0.03; number 48, O, carries -0.74; number 49, C, carries 1.10; number 50, C, carries 0.00; number 51, C, carries -0.58; number 52, C, carries -0.80; number 53, C, carries -0.64; number 54, C, carries -0.45; number 55, C, carries 1.09; number 56, C, carries -0.57; number 57, C, carries -0.64; number 58, C, carries -0.69; number 59, C, carries -0.97; number 60, C, carries 0.04; number 61, H, carries 0.50; number 62, H, carries 0.51; number 63, H, carries 0.52; number 64, H, carries -0.07; number 65, H, carries -0.24; number 66, H, carries 0.62; number 67, H, carries 0.50; number 68, H, carries 0.57; number 69, H, carries -0.36; number 70, H, carries 0.58; number 71, H, carries 0.46; number 72, H, carries 0.43; number 73, H, carries 0.46; number 74, H, carries 0.45; number 75, H, carries 0.43; number 76, H, carries 0.44; number 77, H, carries 0.45; number 78, H, carries -0.07; number 79, O, carries -0.83; number 80, N, carries 0.87; number 81, C, carries -0.40; number 82, C, carries -0.98; number 83, C, carries -0.34; number 84, C, carries -1.01; number 85, C, carries 0.88; number 86, S, carries -0.64; number 87, H, carries 0.50; number 88, H, carries 0.46; number 89, H, carries 0.44; number 90, H, carries 0.47; number 91, O, carries -0.47; number 92, C, carries -0.07; number 93, O, carries -0.52; number 94, H, carries 0.39

***

# 2
This record from the OMol25 dataset describes a structure of composition C42H37N3O2P2SY in a non-equilibrium geometry. The level of theory is wB97M-V/def2-TZVPD.

The value obtained for the HOMO energy is -9.36 eV. The relative energy (zero: lowest compared OMol25 entry of this formula, charge and spin) comes out at 501.9 kJ/mol. The value obtained for the orbital gap is 0.21536 hartree. The lowest unoccupied orbital energy comes out at -0.1287 hartree. Its charge is +1. The calculation puts the total energy at -3056.3091 Eh.

Element x y z (Å)
Y: 0.58468 -1.51622 -1.12729
C: 1.50889 -4.01324 1.16922
P: 2.25372 -2.46276 1.99120
C: 2.38766 -1.17277 0.55252
C: 3.67790 -1.36661 -0.09286
C: 4.46963 -0.36991 -0.73298
C: 3.83987 0.64705 -1.42453
C: 1.52936 0.83066 -0.73701
C: 1.64477 0.02736 0.51162
C: 1.04999 -1.92324 3.23233
C: -0.15757 -1.31587 3.01764
C: -1.08024 -1.04862 4.03779
C: -0.66536 -1.22001 5.36588
C: 0.59043 -1.83599 5.65860
C: 1.37011 -2.26324 4.57747
C: 0.02232 -3.90569 0.99506
C: -0.91097 -4.20407 1.95101
C: -2.16654 -3.86316 1.39445
C: -1.92088 -3.31747 0.10212
C: -2.89250 -2.81284 -0.90068
P: -2.29737 -1.10630 -1.61505
C: -3.18661 -0.77750 -3.16311
C: -3.48477 -1.68240 -4.16814
C: -4.33643 -1.35921 -5.23209
C: -4.82423 -0.05272 -5.32180
C: -4.38222 0.95909 -4.48135
C: -3.57586 0.58780 -3.37948
C: -3.27724 -0.18352 -0.39376
C: -2.60677 0.55103 0.57647
C: -3.33533 1.19354 1.57857
C: -4.72652 1.26233 1.48114
C: -5.40203 0.37714 0.59387
C: -4.65441 -0.30641 -0.36878
N: -0.54222 -3.33891 -0.12678
H: 1.75712 -4.78650 1.93665
H: 2.01169 -4.24267 0.23728
H: 4.12369 -2.32281 0.09289
H: 5.54959 -0.45183 -0.65976
H: 4.26299 1.59322 -1.82493
H: 0.49395 0.89725 -1.21321
H: 1.13349 0.49958 1.33989
H: -0.48055 -1.21947 2.02898
H: -2.03722 -0.56563 3.81990
H: -1.26969 -0.86692 6.18881
H: 0.99858 -1.81311 6.64050
H: 2.27561 -2.76772 4.73916
H: -0.70652 -4.56411 2.95424
H: -3.13899 -3.99206 1.76870
H: -3.88386 -2.80955 -0.46367
H: -2.87116 -3.46871 -1.82715
H: -3.08345 -2.69372 -4.12594
H: -4.66209 -2.09916 -5.96341
H: -5.48752 0.15963 -6.15605
H: -4.64848 1.99914 -4.81961
H: -3.34459 1.28005 -2.59481
H: -1.52703 0.71430 0.38938
H: -2.84240 1.76400 2.35360
H: -5.32637 1.88512 2.13317
H: -6.47273 0.30025 0.66597
H: -5.09007 -0.88647 -1.23721
C: 4.20070 5.63038 4.13742
C: 3.49815 4.82825 3.06099
C: 4.12675 3.72903 2.47483
C: 3.40584 2.96549 1.57358
C: 2.15438 3.35413 1.16241
C: 1.47670 4.28676 1.89454
C: 2.18334 5.12881 2.77400
S: 1.38700 2.77494 -0.29441
O: 2.12757 3.27594 -1.44468
O: -0.06467 3.04282 -0.11931
N: 2.46129 0.50063 -1.77674
C: 2.12434 0.27640 -3.08032
C: 3.06353 0.25387 -4.14003
C: 2.61052 -0.18471 -5.40628
C: 1.34845 -0.78636 -5.53618
C: 0.52441 -0.88367 -4.44015
N: 0.86695 -0.31808 -3.23188
H: 4.06631 5.16493 5.08187
H: 3.70331 6.64403 4.15474
H: 5.22816 5.70364 3.77149
H: 5.18336 3.48978 2.73017
H: 3.92651 2.14445 1.08248
H: 0.40103 4.34729 1.72677
H: 1.73607 6.01351 3.20609
H: 4.11744 0.64339 -4.00602
H: 3.25513 0.04374 -6.31617
H: 1.07567 -1.23480 -6.54140
H: -0.42549 -1.39403 -4.42247

Cartesian forces (eV/Å) of the 3 atoms listed first:
Y -0.662 -0.564 0.238
C -0.801 0.520 1.183
P 1.111 -0.049 -0.626

Charges obtained by Mulliken population analysis, quoted in units of e: number 1, Y, carries 1.01; number 2, C, carries -0.90; number 3, P, carries -0.23; number 4, C, carries 0.06; number 5, C, carries -0.83; number 6, C, carries -1.18; number 7, C, carries -0.90; number 8, C, carries -1.23; number 9, C, carries -0.76; number 10, C, carries 0.47; number 11, C, carries 0.98; number 12, C, carries -1.21; number 13, C, carries -0.48; number 14, C, carries -0.80; number 15, C, carries -0.74; number 16, C, carries 0.48; number 17, C, carries -0.75; number 18, C, carries -1.33; number 19, C, carries 0.50; number 20, C, carries -0.65; number 21, P, carries 1.29; number 22, C, carries 0.28; number 23, C, carries 0.00; number 24, C, carries -0.72; number 25, C, carries -0.39; number 26, C, carries -0.74; number 27, C, carries -0.81; number 28, C, carries -0.23; number 29, C, carries 0.24; number 30, C, carries -0.63; number 31, C, carries -0.69; number 32, C, carries -0.68; number 33, C, carries -0.39; number 34, N, carries -0.33; number 35, H, carries 0.52; number 36, H, carries 0.41; number 37, H, carries 0.59; number 38, H, carries 0.55; number 39, H, carries 0.85; number 40, H, carries 0.49; number 41, H, carries 0.86; number 42, H, carries 0.37; number 43, H, carries 0.44; number 44, H, carries 0.42; number 45, H, carries 0.42; number 46, H, carries 0.49; number 47, H, carries 0.48; number 48, H, carries 0.53; number 49, H, carries 0.37; number 50, H, carries 0.41; number 51, H, carries 0.35; number 52, H, carries 0.40; number 53, H, carries 0.37; number 54, H, carries 0.35; number 55, H, carries 0.50; number 56, H, carries 0.14; number 57, H, carries 0.48; number 58, H, carries 0.43; number 59, H, carries 0.44; number 60, H, carries 0.34; number 61, C, carries -1.41; number 62, C, carries 1.21; number 63, C, carries -1.03; number 64, C, carries 0.22; number 65, C, carries -0.21; number 66, C, carries -0.31; number 67, C, carries -0.91; number 68, S, carries 1.58; number 69, O, carries -0.71; number 70, O, carries -0.69; number 71, N, carries 0.83; number 72, C, carries 0.70; number 73, C, carries -0.76; number 74, C, carries -0.27; number 75, C, carries -0.94; number 76, C, carries 0.11; number 77, N, carries 0.02; number 78, H, carries 0.31; number 79, H, carries 0.34; number 80, H, carries 0.40; number 81, H, carries 0.34; number 82, H, carries 0.25; number 83, H, carries 0.54; number 84, H, carries 0.34; number 85, H, carries 0.40; number 86, H, carries 0.37; number 87, H, carries 0.34; number 88, H, carries 0.26

***

> Among the records above, which one has the lowest total energy?

C42H37IrN5O6S3

***

> Which of these has the lowest HOMO?

C42H37IrN5O6S3

***

> orbital gap of number 1 (C42H37IrN5O6S3)?

0.25557 hartree